ORCA calculation (ωB97M-V/def2-TZVPD) on a structure of composition C29H32N9PPd at a distorted geometry.

## Properties
Multiplicity ... 1
Gap between HOMO and LUMO ... 0.1894 hartree
LUMO energy ... 0.0 eV

Last column: Löwdin charge in e.
Positions of all 72 atoms, in Å:
Pd1 0.30125 0.21932 0.27769  0.408
C1 -0.31212 0.44567 3.44742  -0.127
N1 0.95331 0.08674 2.80693  -0.095
C2 2.02115 1.07224 2.88151  -0.149
C3 1.52553 2.36043 2.31250  -0.334
N2 1.07477 2.52060 1.10563  0.152
C4 0.60415 3.80719 1.04006  -0.215
C5 -0.00686 4.50522 0.00485  -0.005
C6 -0.36482 5.81764 0.23511  -0.096
C7 -0.13782 6.43883 1.46452  -0.102
C8 0.44442 5.75897 2.51551  -0.033
C9 0.81015 4.44360 2.28716  -0.196
N3 1.39376 3.49071 3.08430  0.156
C10 -1.42749 0.37727 2.44417  -0.351
N4 -1.48399 1.05988 1.33468  0.083
C11 -2.60853 0.62795 0.67651  -0.250
C12 -3.09724 0.96966 -0.57966  -0.020
C13 -4.27647 0.37748 -0.98315  -0.098
C14 -4.95893 -0.52869 -0.16814  -0.107
C15 -4.48196 -0.89269 1.07665  -0.033
C16 -3.29660 -0.30668 1.48798  -0.215
N5 -2.52215 -0.43698 2.61374  0.152
H1 -0.55007 -0.22792 4.27970  0.119
H2 -0.26139 1.46857 3.83712  0.121
H3 1.28011 -0.82587 3.10240  0.103
H4 2.38332 1.24485 3.91503  0.117
H5 2.84836 0.69410 2.27015  0.120
H6 -0.20177 4.02204 -0.93755  0.109
H7 -0.83709 6.39223 -0.54768  0.098
H8 -0.42850 7.47051 1.60178  0.098
H9 0.60682 6.23005 3.47361  0.104
H10 1.68376 3.61921 4.03963  0.157
H11 -2.54569 1.66037 -1.20123  0.109
H12 -4.68444 0.60607 -1.95676  0.099
H13 -5.88321 -0.96179 -0.52209  0.097
H14 -5.00403 -1.60667 1.69766  0.105
H15 -2.68805 -1.06368 3.38240  0.155
N6 4.31250 1.81739 -5.80924  0.132
C17 3.70539 1.54847 -4.86996  -0.223
C18 2.96177 1.18196 -3.73346  -0.275
C19 3.60398 0.76165 -2.56552  -0.062
C20 2.85519 0.37460 -1.47118  -0.165
C21 1.44561 0.36605 -1.46443  -0.277
C22 0.84203 0.82539 -2.65207  -0.161
C23 1.56522 1.23216 -3.75496  -0.058
H16 4.68923 0.75124 -2.53048  0.108
H17 3.40674 0.07293 -0.57944  0.072
H18 -0.24287 0.87612 -2.71641  0.069
H19 1.06532 1.59506 -4.64463  0.109
C24 1.06664 -4.95017 -0.76113  -0.148
N7 1.55799 -3.56978 -1.15621  -0.076
C25 0.72123 -3.05585 -2.32893  -0.111
N8 -0.66629 -3.18001 -2.09993  -0.151
C26 -1.02596 -4.53026 -1.71060  -0.180
N9 -0.32245 -4.94757 -0.51091  -0.169
C27 -0.68837 -4.10664 0.63482  -0.321
P1 -0.30737 -2.15498 0.49962  0.915
C28 1.46839 -2.64598 -0.01101  -0.302
C29 -1.16498 -2.17024 -1.18049  -0.332
H20 1.61704 -5.25523 0.13532  0.137
H21 1.29624 -5.63685 -1.58425  0.138
H22 2.52928 -3.62575 -1.47259  0.180
H23 1.01706 -3.64383 -3.20446  0.142
H24 0.97729 -1.99666 -2.45955  0.127
H25 -0.76949 -5.22192 -2.52311  0.130
H26 -2.09944 -4.57794 -1.52394  0.132
H27 -0.19013 -4.52036 1.51775  0.064
H28 -1.76263 -4.22602 0.79495  0.066
H29 1.97005 -3.10871 0.84633  0.088
H30 1.96661 -1.70446 -0.26248  0.025
H31 -1.03775 -1.17536 -1.62427  0.052
H32 -2.23474 -2.33486 -1.02325  0.085